1.
C24H31N5O6PtSe2Te | wB97M-V/def2-TZVPD

The geometry in XYZ format:
```
70
Properties=species:S:1:pos:R:3:forces:R:3:mulliken_charge:R:1
Pt 0.46144 -0.44643 -1.04755 -0.23 0.03 -0.55 0.6571
O 2.37797 2.04741 2.66752 -0.04 -0.13 -0.11 -0.8129
C 2.80314 1.69286 1.34072 -0.09 -0.03 0.08 -0.3474
C 3.41347 0.29181 1.26670 -0.10 0.05 0.25 2.3413
C 4.70794 0.27841 2.10616 -0.02 0.02 0.07 -1.1348
O 4.52316 0.54400 3.49365 0.06 -0.07 -0.16 -0.6152
C 3.85702 -0.01875 -0.16620 -0.05 -0.04 -0.11 -1.7923
Se 2.64650 0.35876 -1.67769 0.04 0.06 0.23 -0.5558
C 2.46094 -0.79383 1.83714 -0.03 0.06 0.00 -1.5105
Se 0.51352 -0.45134 1.79313 0.15 0.26 0.28 -0.5615
H 1.54269 1.53937 2.77650 0.07 0.01 0.00 0.4462
H 3.53392 2.44506 1.02738 0.03 -0.01 -0.01 0.6233
H 1.94983 1.73073 0.66670 -0.01 0.02 -0.03 -0.5776
H 5.40062 1.02008 1.68087 0.02 0.00 -0.02 0.4139
H 5.18283 -0.70460 2.01734 0.01 -0.02 0.05 0.4088
H 3.76882 1.15798 3.53809 -0.04 0.03 -0.01 0.4765
H 4.12038 -1.07515 -0.22983 0.03 -0.04 0.01 0.4913
H 4.75447 0.56347 -0.40124 -0.02 0.02 -0.04 0.4674
H 2.71505 -0.95211 2.88235 0.01 -0.02 0.04 0.4769
H 2.64474 -1.73135 1.30947 0.02 -0.03 -0.07 0.4556
C -2.38595 -0.90200 0.13522 -0.12 -0.01 -0.06 -0.7028
N -1.72789 -0.97054 -1.20231 -0.03 -0.13 0.23 1.1697
C -2.38336 0.02897 -2.08568 -0.18 -0.03 0.00 -0.3730
N -3.82719 -0.21635 -2.20915 0.07 -0.07 0.05 -0.0115
C -4.40887 -0.15887 -0.86056 0.07 -0.03 -0.04 -0.6786
N -3.82914 -1.16117 0.03533 0.06 0.03 -0.04 0.1282
C -4.02759 -2.48314 -0.55178 0.05 0.05 -0.05 -0.7437
N -3.43198 -2.59250 -1.88775 0.07 0.07 0.03 0.0524
C -1.99423 -2.31445 -1.76481 -0.20 0.05 -0.11 -0.7992
C -4.02992 -1.56394 -2.73778 0.04 0.03 0.08 -0.6688
H -2.21635 0.09296 0.54216 0.03 0.02 0.00 0.0994
H -1.91903 -1.64533 0.77903 0.04 -0.02 0.01 0.1859
H -1.91240 -0.02663 -3.06687 0.03 -0.02 -0.03 0.1397
H -2.22304 1.01251 -1.66230 0.02 0.00 0.00 0.0522
H -5.48660 -0.33059 -0.93825 -0.02 -0.01 0.01 0.3360
H -4.22419 0.83153 -0.44321 0.01 0.01 0.00 0.3868
H -5.10026 -2.68484 -0.62780 -0.02 0.00 0.00 0.3469
H -3.56948 -3.23276 0.09630 0.01 -0.01 0.01 0.3452
H -1.52258 -2.38127 -2.74470 0.03 0.02 -0.01 0.1438
H -1.54952 -3.05744 -1.11365 0.02 -0.04 0.06 0.1378
H -5.10405 -1.75572 -2.82308 -0.01 0.00 0.00 0.3521
H -3.58109 -1.62406 -3.73184 0.02 0.00 -0.02 0.3601
O -1.82271 2.31835 0.32442 -0.12 -0.15 -0.15 -0.7485
C -0.77382 2.49093 -0.30427 0.33 0.03 -0.01 0.4517
O -0.18577 1.72050 -1.12554 -0.05 0.04 0.30 -0.8285
C -0.06739 3.83828 -0.11544 0.00 -0.15 -0.15 0.1457
C 1.23356 4.00771 -0.58048 -0.04 0.21 -0.01 -0.2807
C 1.87692 5.22547 -0.41553 -0.07 -0.10 0.00 -0.6165
C 1.18788 6.25679 0.20360 0.14 0.20 0.07 0.0663
C -0.10779 6.11250 0.67523 -0.03 -0.07 0.00 -0.5559
C -0.72902 4.88480 0.51499 0.07 0.07 0.05 -0.2905
N 1.85561 7.56362 0.36446 -0.19 -0.17 -0.20 1.0058
O 2.98432 7.69398 -0.07224 0.07 -0.03 0.04 -0.6359
O 1.23621 8.46694 0.90084 -0.01 0.01 0.09 -0.6486
H 1.71990 3.17200 -1.06937 0.02 -0.03 -0.02 0.4869
H 2.88931 5.37950 -0.75790 0.00 0.02 0.01 0.4760
H -0.60116 6.94433 1.15514 0.01 0.01 0.00 0.4631
H -1.73116 4.70350 0.88009 0.00 0.02 0.00 0.4971
Te 1.50148 -2.69370 -1.72813 0.07 0.03 -0.05 -0.1619
C 0.47434 -4.16213 -0.57456 -0.03 -0.05 0.07 -0.5825
C 0.13170 -5.38503 -1.15770 -0.01 0.01 0.08 -0.0787
C -0.52363 -6.37038 -0.42621 0.01 0.06 0.06 -0.5870
C -0.86377 -6.14537 0.90402 0.04 0.04 -0.08 -0.3547
C -0.53061 -4.92969 1.49331 0.04 0.03 -0.10 -0.7551
C 0.13949 -3.95040 0.76677 0.01 -0.01 -0.03 0.2672
H 0.36554 -5.55794 -2.20350 -0.01 0.00 0.02 0.3474
H -0.78419 -7.30967 -0.90286 0.00 0.00 0.01 0.3180
H -1.38799 -6.90574 1.47200 0.00 0.00 0.00 0.3466
H -0.79042 -4.73528 2.52844 0.00 0.01 -0.01 0.3679
H 0.37945 -2.99462 1.23272 -0.05 -0.10 -0.02 0.2761
```
Forces are in eV/Å.

## Properties
Total energy   -6848.59144 a.u.
HOMO energy   -0.022 Ha
E_LUMO   3.75 eV
Net charge   -2
Relative energy (zero: lowest compared OMol25 entry of this formula, charge and spin)   0.427 eV


2.
C24H31N6O9 | wB97M-V/def2-TZVPD

The geometry in XYZ format:
```
70
Properties=species:S:1:pos:R:3:forces:R:3:mulliken_charge:R:1
O -7.16084 6.06337 0.41143 0.24 -1.07 0.50 -0.5635
O -7.26945 6.12224 -4.59473 0.49 -0.93 -0.60 -0.5704
O 2.39588 -4.98616 2.27217 0.29 0.25 -0.21 -0.6370
O 1.83249 -0.08492 2.86795 -0.46 -0.02 -0.31 -0.6294
O 2.78260 2.11249 0.06578 -1.00 -0.21 -1.16 -0.5965
O 2.38305 1.91626 -2.07063 -0.49 0.05 1.27 -0.6217
O -6.62219 4.14442 1.47030 0.07 0.15 -0.63 -0.4499
O -6.33795 4.44936 -5.78866 -0.01 0.09 0.69 -0.4523
O -4.05669 1.70268 -2.16042 0.77 0.09 -0.19 -0.4962
C -6.71717 4.92885 0.37292 -0.73 1.91 -0.13 0.4107
C -6.64504 5.07596 -4.63044 -1.06 1.74 0.22 0.5716
C 1.34111 -4.35958 2.33651 0.38 -1.37 0.24 0.7363
C 2.56381 -1.05934 2.91954 -0.83 0.60 -0.49 -0.3515
C 5.98022 -3.44305 0.02308 -0.98 0.16 -0.41 0.9104
C -1.23227 1.71997 0.95866 0.36 0.06 -0.61 -0.9779
C -5.41549 3.25886 -0.95757 0.01 0.04 -0.05 -0.6449
C -5.35035 3.34483 -3.36458 -0.03 0.05 0.11 -0.3751
C -6.63146 4.98203 -2.12865 -0.20 0.25 -0.02 -0.4491
C 0.13274 1.81413 0.69121 0.53 0.05 0.13 -0.0768
C -2.15428 1.77129 -0.08364 0.22 0.02 -0.13 -0.2395
C -0.34755 2.01553 -1.66761 0.22 -0.05 0.08 -0.5113
C -4.93009 2.75827 -2.16722 -0.64 1.00 0.07 0.3341
C -6.25269 4.38520 -0.91502 0.66 -1.39 -1.19 0.0561
C -6.20552 4.46214 -3.36482 0.89 -1.37 1.10 0.1575
C 0.61220 1.94630 -0.62926 -3.33 -0.06 0.62 -0.4009
C -1.72755 1.93276 -1.41037 0.52 -0.09 0.76 0.4191
N 5.98990 -4.55913 0.69873 -0.85 -1.32 0.55 -0.3377
N 3.49924 -1.13126 3.86872 1.01 -0.61 0.71 -0.1191
N 4.88742 -2.97600 -0.55675 -0.76 0.03 0.02 -0.0641
N 1.27079 -3.03901 2.14220 0.31 1.23 0.02 -0.0326
N 2.00476 2.00189 -0.89360 2.37 0.07 -0.37 1.0896
N 7.10102 -2.78361 -0.06638 1.43 1.21 -0.33 -0.4142
C 0.04709 -5.07481 2.64486 0.13 0.12 0.03 -1.2982
C -2.71105 2.03558 -2.55983 -0.03 -0.20 0.05 -0.5880
C 4.41980 -2.23549 4.14528 -0.42 0.07 -0.15 -0.6925
C 3.56987 -3.64347 -0.61932 -0.31 -0.04 -0.24 -0.6821
C 2.39973 -2.64801 -0.68567 0.38 0.19 0.55 -1.0983
C 2.36112 -1.60239 0.44508 0.10 -0.06 0.05 -0.5655
C 2.43617 -2.17748 1.87314 -0.02 -0.25 -0.36 0.5447
H -6.98670 4.68753 2.18642 0.04 -0.06 0.06 0.3542
H -6.73176 5.00752 -6.47727 0.06 -0.05 -0.05 0.3579
H -1.57577 1.60726 1.98342 0.13 0.03 -0.18 0.4540
H -5.12331 2.77611 -0.03213 -0.02 0.05 -0.05 0.5337
H -5.00272 2.92253 -4.30288 -0.06 0.08 0.06 0.5400
H -7.28280 5.85592 -2.10934 0.20 -0.24 -0.04 0.5211
H 0.81976 1.77569 1.53315 0.05 -0.06 -0.33 0.4777
H -3.20695 1.68159 0.15719 0.08 0.01 -0.24 0.4398
H -0.02127 2.14130 -2.69709 0.11 -0.04 0.17 0.4824
H 5.12341 -5.06237 0.81681 0.19 -0.20 0.21 0.2071
H 6.83372 -4.91156 1.11032 -0.04 -0.12 0.10 0.2024
H 3.51583 -0.33750 4.49237 -0.09 -0.02 -0.09 0.3534
H 4.97092 -2.10673 -1.05782 0.00 0.07 -0.06 0.2561
H 0.36721 -2.59609 2.23505 0.16 0.15 0.00 0.3019
H 7.14447 -1.92613 -0.58939 0.25 0.01 0.04 0.1905
H 7.93523 -3.14971 0.35501 0.14 0.20 -0.06 0.1905
H -0.62025 -5.00735 1.78778 -0.16 0.01 0.02 0.3382
H -0.42440 -4.61825 3.51335 -0.18 0.01 -0.01 0.3595
H 0.25776 -6.12221 2.85949 0.03 0.18 -0.07 0.3501
H -2.65048 3.04861 -2.97418 -0.26 -0.09 0.03 0.4067
H -2.40930 1.34225 -3.35107 -0.12 0.02 0.07 0.4019
H 5.15618 -2.32315 3.34579 0.13 -0.10 0.04 0.1247
H 4.94448 -2.04960 5.08463 -0.14 0.05 -0.18 0.3736
H 3.86606 -3.17331 4.23641 0.17 0.00 0.00 0.2569
H 3.42828 -4.29118 0.24141 0.09 0.02 0.25 0.1279
H 3.53277 -4.27368 -1.51054 0.10 -0.02 0.02 0.2592
H 1.46761 -3.21428 -0.67400 0.12 -0.18 -0.12 0.4104
H 2.44745 -2.11670 -1.63741 -0.12 0.03 -0.05 0.4745
H 3.19590 -0.91402 0.30511 -0.02 0.22 0.13 0.4509
H 1.44332 -1.02058 0.34201 0.08 0.12 0.05 0.1708
H 3.34201 -2.77266 1.93501 -0.18 -0.49 0.11 0.3383
```
Forces are in eV/Å.

## Properties
Total energy   -1938.64415 a.u.
HOMO energy   -0.403 Ha
E_LUMO   -2.82 eV
Net charge   +1
Relative energy (zero: lowest compared OMol25 entry of this formula, charge and spin)   0.000 eV